No. 1
This record from the Open Molecules 2025 dataset describes 4 unconnected molecules or ions with the total composition C23H44N6O5. The level of theory is ωB97M-V with the def2-TZVPD basis set.

Element x y z (Å)
C1 0.56104 -0.58023 3.88951
C2 2.06276 -0.24668 3.91029
C3 2.51880 0.53482 2.67201
C4 2.25941 2.03386 2.81891
C5 2.02579 2.83189 1.53770
C6 0.89882 2.35811 0.60156
C7 1.34482 2.20836 -0.85666
C8 2.41951 1.16420 -1.18886
C9 1.96128 -0.09656 -1.93705
C10 0.86948 -0.99322 -1.35901
C11 -0.56892 -0.49678 -1.52008
C12 -1.59880 -1.62658 -1.43603
C13 -1.87427 -2.10493 -0.00581
C14 -3.12598 -1.57011 0.69688
C15 -3.14165 -0.08368 0.86308
C16 -3.41473 0.83064 -0.08814
C17 -3.40921 2.27628 0.17682
O1 -3.89431 3.07923 -0.60540
C18 -2.78948 2.72377 1.44077
C19 -2.51290 1.83994 2.41012
C20 -2.86420 0.41290 2.25101
O2 -2.93696 -0.32194 3.22404
H1 0.06590 -0.05856 3.07176
H2 0.38199 -1.64615 3.77142
H3 0.05776 -0.27221 4.80487
H4 2.64072 -1.16620 3.96789
H5 2.26874 0.34820 4.79858
H6 1.99655 0.14867 1.79846
H7 3.58031 0.35262 2.49938
H8 1.39496 2.17023 3.47531
H9 3.11204 2.47672 3.33615
H10 2.95387 2.91999 0.97013
H11 1.79103 3.84809 1.86063
H12 0.40724 1.45978 0.98434
H13 0.12852 3.13045 0.59409
H14 1.74754 3.18795 -1.12458
H15 0.47964 2.05820 -1.50051
H16 2.98952 0.90142 -0.29543
H17 3.12415 1.66168 -1.84611
H18 2.84754 -0.72689 -2.04899
H19 1.67477 0.18447 -2.95172
H20 1.06242 -1.21338 -0.30474
H21 0.93221 -1.94807 -1.88154
H22 -0.76595 0.24272 -0.74653
H23 -0.64985 0.00227 -2.48750
H24 -1.20521 -2.46938 -2.00617
H25 -2.52184 -1.34025 -1.94332
H26 -1.95282 -3.19124 0.00054
H27 -1.01543 -1.85191 0.61151
H28 -4.04236 -1.94084 0.24086
H29 -3.13270 -1.97679 1.70280
H30 -3.70161 0.55080 -1.09215
H31 -2.59418 3.78280 1.53539
H32 -2.06975 2.14164 3.34846
C21 -0.62372 -2.30270 -5.11817
O3 0.24883 -1.96658 -4.33773
N1 -1.81313 -1.63240 -5.21470
N2 -0.48449 -3.37791 -5.95519
H33 -2.54727 -1.89250 -5.84415
H34 -1.94226 -0.84204 -4.61165
H35 0.37534 -3.88920 -5.90226
H36 -1.19169 -3.67318 -6.59967
C22 -4.33786 -4.14081 3.44656
O4 -4.52165 -3.89341 2.26807
N3 -3.79935 -3.21768 4.30076
N4 -4.66660 -5.34865 4.00537
H37 -3.64689 -3.39086 5.27512
H38 -3.61064 -2.30038 3.93028
H39 -5.06660 -6.03867 3.39954
H40 -4.52828 -5.56622 4.97279
C23 5.21038 3.48646 -3.35007
O5 4.12705 3.58216 -2.80301
N5 6.36392 3.95328 -2.77772
N6 5.35886 2.89927 -4.57788
H41 7.26478 3.88132 -3.20876
H42 6.28402 4.38511 -1.87733
H43 4.53130 2.54139 -5.01525
H44 6.23994 2.80403 -5.04387

SMILES: CCCCCCCCCCCCCCC1=CC(=O)C=CC1=O.NC(N)=O.NC(N)=O.NC(N)=O
Energy relative to the best compared isomer or geometry (same formula, charge and spin) (kcal/mol): 0.00
E_HOMO (eV): -9.59
Maximum force (hartree/bohr): 0.0158
Kohn-Sham gap (eV): 8.5
E_LUMO (Eh): -0.04000
Spin multiplicity: 1
E (a.u.): -1607.6093



No. 2
This record from the Open Molecules 2025 dataset describes a molecular structure, C14H21N3O5RhS3Se in a non-equilibrium geometry. The level of theory is ωB97M-V with the def2-TZVPD basis set.

Element x y z (Å)
Rh1 -0.10030 -0.07030 0.17340
O1 0.45160 1.48330 -0.91220
N1 -0.10830 2.68940 -0.78880
C1 0.71910 3.80100 -0.75240
C2 0.20040 5.05190 -0.66010
C3 -1.19260 5.24370 -0.58030
C4 -2.00740 4.09790 -0.48780
C5 -1.47600 2.83370 -0.54130
S1 -2.36730 1.38320 -0.29600
H1 1.76950 3.56480 -0.79310
H2 0.86520 5.90720 -0.63230
H3 -1.62490 6.23180 -0.52280
H4 -3.07000 4.20230 -0.33190
S2 2.72130 -0.12590 0.60910
C6 2.98900 -1.68690 1.25630
N2 2.14970 -2.22530 2.21840
C7 2.45110 -3.62270 2.49580
C8 3.79150 -3.95440 1.85060
S3 4.62730 -2.30640 1.61560
H5 1.16390 -2.01450 2.05660
H6 1.65930 -4.28030 2.11850
H7 2.50160 -3.74400 3.58780
H8 3.66860 -4.39250 0.86220
H9 4.42690 -4.58580 2.46860
C9 -1.91390 -0.18160 4.89820
C10 -0.47960 0.28460 4.62590
C11 0.51000 -0.86810 4.84620
C12 -0.10710 1.48190 5.51640
C13 -0.36100 0.67530 3.23560
N3 -0.18730 1.01140 2.14850
H10 -2.03280 -0.41710 5.95670
H11 -2.12100 -1.07710 4.31300
H12 -2.63600 0.58290 4.61380
H13 0.49330 -1.17450 5.89200
H14 1.52050 -0.56510 4.57290
H15 0.21660 -1.71680 4.23170
H16 -0.18540 1.18530 6.56240
H17 -0.77650 2.32220 5.34110
H18 0.91480 1.80150 5.31770
C14 -0.04220 -1.29490 -1.56020
H19 0.51270 -2.20910 -1.33740
H20 0.42710 -0.77930 -2.40110
H21 -1.07710 -1.55550 -1.80200
O2 -2.49610 -3.23640 0.64230
Se1 -1.95690 -2.20240 1.73300
O3 -1.72270 -2.93380 3.15210
O4 -0.40280 -1.66870 1.24590
O5 -2.87960 -0.91130 1.89790

Expectation value of S²: 0.77
Energy relative to the best compared isomer or geometry (same formula, charge and spin) (kcal/mol): 47.58
Net charge: -2
E_HOMO (alpha / beta) (eV): 0.10 / -0.84
Maximum force (hartree/bohr): 0.0811
Kohn-Sham gap (alpha / beta) (eV): 3.9 / 4.9
E_LUMO (alpha / beta) (Eh): 0.14863 / 0.14880
Spin multiplicity: 2
E (a.u.): -4792.9403



No. 3
This record from the Open Molecules 2025 dataset describes 2 unconnected molecules or ions with the total composition C3H11NO2 in a non-equilibrium geometry. The level of theory is ωB97M-V with the def2-TZVPD basis set.

Element x y z (Å)
C1 0.75300 0.84902 -0.18604
O1 -0.19053 1.22564 -1.11162
C2 0.94028 -0.74779 -0.27761
C3 -0.37010 -1.46678 0.01201
N1 1.91452 -1.12870 0.66982
H1 0.55810 1.17722 0.83620
H2 1.71747 1.24208 -0.52171
H3 -1.03164 0.74920 -1.01052
H4 1.32862 -1.00136 -1.27608
H5 -0.29077 -2.27030 0.73427
H6 -1.16708 -0.82246 0.38397
H7 -0.83241 -1.98083 -0.84151
H8 1.59035 -1.18307 1.62466
H9 2.91373 -1.16640 0.43814
H10 -1.79775 1.52780 0.98890
H11 -3.25147 1.26525 1.31528
O2 -2.57455 1.05057 0.66251

Expectation value of S²: 0.76
Energy relative to the best compared isomer or geometry (same formula, charge and spin) (kcal/mol): 15.37
Net charge: +1
E_HOMO (alpha / beta) (eV): -15.31 / -15.30
Maximum force (hartree/bohr): 0.0364
Kohn-Sham gap (alpha / beta) (eV): 12.0 / 7.1
E_LUMO (alpha / beta) (Eh): -0.12257 / -0.30253
Spin multiplicity: 2
E (a.u.): -325.7991



No. 4
This record from the Open Molecules 2025 dataset describes a single C4H6O molecule in a non-equilibrium geometry. The level of theory is ωB97M-V with the def2-TZVPD basis set.

Element x y z (Å)
O1 -0.11553 -1.29485 0.70155
C1 -0.91926 -0.49531 -0.16917
C2 -0.33612 0.91572 -0.60936
C3 0.93240 0.98709 0.10996
C4 1.64587 0.35243 0.85461
H1 0.63047 -1.71881 0.25166
H2 -1.17670 -1.07926 -1.05667
H3 -1.80940 -0.31513 0.43355
H4 -0.18996 0.99815 -1.69595
H5 -1.01591 1.73596 -0.33369
H6 2.35415 -0.08599 1.51352

SMILES: C#CCCO
Energy relative to the best compared isomer or geometry (same formula, charge and spin) (kcal/mol): 53.57
E_HOMO (eV): -9.48
Maximum force (hartree/bohr): 0.0287
Kohn-Sham gap (eV): 10.4
E_LUMO (Eh): 0.03442
Spin multiplicity: 1
E (a.u.): -231.1383